14
Properties=species:S:1:pos:R:3:nbo_charge:R:1 method="wB97M-V/def2-TZVPD" homo_ev="-8.346 / -8.731" orbital_gap_ev="8.898 / 9.105" spin_multiplicity=1
C 0.926 -1.232 -1.129 -0.1175
O -0.838 1.224 1.686 -0.1746
H -0.436 -0.552 2.191 0.2656
C 0.650 -0.547 -2.331 -0.1078
N -0.188 -1.261 -0.405 -0.2283
C 0.157 1.850 2.208 -0.1073
H 1.319 -0.147 -3.195 0.2232
N -1.061 -0.778 -1.257 -0.1479
H -1.995 -0.971 -1.076 0.4007
H 0.620 2.766 1.802 0.1836
H 1.899 -1.422 -0.719 0.2120
N -1.233 0.052 1.816 -0.2995
N -0.631 -0.267 -2.381 -0.2347
H 0.812 1.285 2.789 0.1325


14
Properties=species:S:1:pos:R:3:nbo_charge:R:1 method="wB97M-V/def2-TZVPD" homo_ev=-9.631 orbital_gap_ev=9.244 spin_multiplicity=1
H 0.845 -1.477 -2.199 0.4200
N -0.009 0.748 0.070 -0.5603
O 2.248 0.459 -2.516 -0.5126
H -1.659 0.581 2.742 0.3709
H -0.255 -1.849 -0.752 0.4618
C 1.399 0.921 -1.710 0.3760
H -1.496 -1.568 1.753 0.3472
H -0.753 1.763 2.047 0.3853
N 0.396 -1.273 -1.316 -0.7903
N -1.068 -1.176 0.864 -0.7811
N -0.789 0.811 2.247 -0.8067
H 1.316 1.978 -1.387 0.1582
C -0.707 0.042 1.055 0.5648
C 0.531 0.040 -0.897 0.3668


14
Properties=species:S:1:pos:R:3:nbo_charge:R:1 method="wB97M-V/def2-TZVPD" homo_ev=-7.170 orbital_gap_ev=7.793 spin_multiplicity=1
N -0.079 -0.860 -0.353 -0.0517
H 0.519 -1.147 1.411 0.2240
N -0.651 -1.142 -1.578 -0.2578
C 0.320 -1.705 0.600 -0.3942
N -0.680 1.003 -1.425 -0.2020
O 0.317 1.195 1.993 -0.6969
H 0.405 -2.685 0.291 0.1961
H -0.615 1.545 2.038 0.4660
C -0.118 0.557 -0.354 0.1339
N -0.983 0.048 -2.245 -0.1060
H 1.589 1.351 0.442 0.1889
H 0.286 2.497 0.333 0.2038
H -0.846 -2.113 -1.764 0.4131
C 0.537 1.456 0.610 -0.1172


14
Properties=species:S:1:pos:R:3:nbo_charge:R:1 method="wB97M-V/def2-TZVPD" smiles="CNC1=NN=CNO1" homo_ev=-8.583 orbital_gap_ev=9.126 spin_multiplicity=1
H -2.668 0.915 1.066 0.2243
O 1.022 0.685 -0.248 -0.3572
H -2.033 2.126 2.529 0.2269
C -1.860 1.219 1.745 -0.4255
N -0.229 -1.480 -1.224 -0.2472
H 0.138 1.853 1.650 0.4125
N 1.790 -0.470 -0.656 -0.3321
C 0.883 -0.969 -1.656 0.1239
N -0.732 -0.955 0.145 -0.3850
N -0.638 1.222 1.209 -0.6326
H 1.202 -1.221 -2.829 0.2116
H 2.542 -0.256 -1.191 0.3580
H -2.019 0.104 2.239 0.1716
C -0.136 0.215 0.278 0.6506


14
Properties=species:S:1:pos:R:3:nbo_charge:R:1 method="wB97M-V/def2-TZVPD" homo_ev=-9.141 orbital_gap_ev=9.237 spin_multiplicity=1
C -0.963 0.778 -1.383 -0.5027
N 1.239 0.789 2.709 -0.2754
H -0.949 1.346 -2.668 0.1830
H -1.013 -1.586 1.362 0.4128
N 1.041 0.349 -0.473 -0.2245
O -1.176 -1.463 -0.658 -0.6179
H -1.850 -0.106 -1.001 0.3403
H -1.177 2.100 -0.362 0.1571
N 0.349 0.232 -1.695 -0.5676
C 0.901 0.492 1.660 0.2457
H -0.394 -1.135 -1.465 0.5100
H 0.741 0.754 -2.506 0.4137
N -0.920 -0.803 0.521 -0.3303
C 0.411 -0.210 0.470 0.2557


15
Properties=species:S:1:pos:R:3:nbo_charge:R:1 method="wB97M-V/def2-TZVPD" smiles="NC(=O)N(N)C(N)=C=O" homo_ev=-7.758 orbital_gap_ev=7.521 spin_multiplicity=1
O -1.775 -0.978 1.001 -0.6856
H 2.905 0.066 -0.055 0.4140
H 2.459 -0.403 -1.716 0.4214
H 0.553 0.976 2.395 0.3653
H 0.134 -0.613 2.335 0.3847
N -2.103 0.908 -0.223 -0.8656
C -1.340 -0.152 0.223 0.7028
N 0.711 0.106 1.897 -0.6611
O 0.062 -0.852 -2.574 -0.5572
H -1.819 1.300 -1.110 0.3837
H -3.098 0.743 -0.167 0.3980
C 0.945 -0.329 -0.433 0.4104
C -0.210 -0.781 -1.398 0.3156
N 0.348 0.232 0.572 -0.2871
N 2.228 -0.221 -0.748 -0.7394


14
Properties=species:S:1:pos:R:3:nbo_charge:R:1 method="wB97M-V/def2-TZVPD" homo_ev=-8.141 orbital_gap_ev=8.759 spin_multiplicity=1
S 1.132 0.464 -0.869 0.4659
H -0.875 0.256 0.615 0.2301
N -3.715 1.141 -0.926 -0.5248
C -1.851 0.548 0.448 -0.0678
H 3.266 1.265 -0.587 0.2227
H -3.999 2.175 -0.942 0.3394
H 2.416 1.785 0.693 0.2073
N -2.725 0.949 -0.276 0.0039
C 0.444 -1.980 0.211 0.6634
N 0.719 -0.806 0.096 -0.7585
C 2.544 0.976 0.122 -0.7251
H 0.181 -3.964 0.315 0.4134
H 2.642 0.174 0.752 0.2388
N -0.180 -2.984 0.347 -0.7088


14
Properties=species:S:1:pos:R:3:nbo_charge:R:1 method="wB97M-V/def2-TZVPD" smiles=Cc1nnc(N)n1S homo_ev=-8.684 orbital_gap_ev=9.012 spin_multiplicity=1
H -0.790 1.854 1.194 0.1077
C -0.876 -0.872 -0.054 0.3086
H -3.076 -1.611 -0.050 0.2640
H -2.580 -0.283 1.134 0.2255
N -0.154 -1.943 -0.076 -0.2855
N 2.385 0.444 -0.042 -0.8169
N 1.222 -1.567 0.003 -0.3316
C 1.237 -0.295 0.072 0.4752
H 2.285 1.449 0.316 0.3851
H -2.704 0.202 -0.612 0.2377
N -0.059 0.200 -0.061 -0.5367
H 3.265 0.053 0.365 0.4121
C -2.343 -0.686 0.068 -0.6739
S -0.516 1.844 -0.102 0.2288


15
Properties=species:S:1:pos:R:3:lowdin_spin:R:1 method="wB97M-V/def2-TZVPD" s2=2.018 total_charge=-1 homo_ev="0.002 / -4.323" orbital_gap_ev="3.587 / 6.605" spin_multiplicity=3
H -1.937 0.698 0.244 0.0035
C 1.195 -0.084 0.083 0.0161
H 1.291 -0.167 -0.977 0.0013
N -0.304 1.094 3.622 0.3406
N -0.006 1.228 1.522 0.2773
C 0.031 2.500 2.081 0.2047
H -1.153 0.259 -1.250 0.0018
N -0.303 0.398 2.519 0.4830
H 2.116 0.261 0.502 0.0010
S 0.421 3.840 1.102 0.5648
C -1.194 0.051 -0.227 0.0197
N -0.101 2.387 3.412 0.0697
H 1.096 -1.028 0.747 0.0026
H -1.285 -1.024 0.195 0.0018
N 0.029 0.815 0.187 0.0122


In eV, the energy relative to the best compared isomer or geometry (same formula, charge and spin) values for the records above are, in order, 7.031, 0.931, 5.294, 6.691, 11.421, 4.045, 5.971, 1.724, 0.000.
In Eh/bohr, the strongest force on any atom values for the records above are, in order, 0.087, 0.081, 0.071, 0.156, 0.144, 0.057, 0.126, 0.070, 0.106.